Density functional theory data (ωB97M-V/def2-TZVPD) for C35H42N2O2SeTaTe as an isolated structure in a non-equilibrium geometry.

The geometry in XYZ format:
```
84
Properties=species:S:1:pos:R:3
Ta 15.161 9.482 14.411
C 17.376 7.330 15.893
C 17.257 8.820 15.809
C 16.519 9.622 16.752
C 16.402 10.970 16.669
C 17.209 11.695 15.802
C 17.867 10.991 14.784
C 17.863 9.519 14.737
H 18.374 6.986 16.301
H 17.362 6.864 14.929
H 16.437 6.835 16.384
H 16.136 9.042 17.482
H 15.858 11.540 17.337
H 17.160 12.753 15.817
H 18.257 11.495 13.918
H 18.259 8.984 13.924
C 8.300 19.479 12.131
C 8.591 18.254 11.319
C 7.949 17.050 11.688
C 8.095 15.875 10.993
C 7.296 14.671 11.312
C 8.879 15.930 9.825
Te 9.095 14.330 8.375
N 15.761 9.667 12.637
C 15.044 8.624 12.217
O 14.354 8.039 13.228
C 14.770 8.133 10.820
C 14.258 6.862 10.697
C 13.934 6.360 9.472
C 14.037 7.138 8.350
C 14.722 8.368 8.412
C 15.115 8.862 9.671
C 9.131 12.621 9.670
C 7.923 11.948 9.908
C 6.619 11.942 9.080
C 7.804 11.279 11.087
C 8.860 11.218 12.054
C 8.616 10.543 13.393
C 10.075 11.792 11.725
C 10.166 12.574 10.587
C 11.470 13.391 10.433
C 9.467 17.104 9.366
C 10.116 17.195 8.021
C 9.322 18.266 10.147
H 8.291 20.369 11.542
H 9.071 19.482 12.926
H 7.345 19.433 12.672
H 7.278 17.124 12.543
H 6.507 15.049 12.096
H 7.868 13.932 11.870
H 6.787 14.209 10.504
H 14.180 6.230 11.605
H 13.631 5.316 9.399
H 13.813 6.723 7.373
H 14.817 8.938 7.495
H 15.622 9.764 9.809
H 6.649 11.739 7.987
H 6.053 12.857 9.205
H 6.029 11.120 9.384
H 6.807 10.866 11.337
H 7.611 10.306 13.582
H 8.969 11.155 14.182
H 9.160 9.587 13.417
H 10.811 11.856 12.538
H 12.083 13.157 11.242
H 11.230 14.440 10.327
H 12.039 13.091 9.508
H 9.428 16.674 7.245
H 11.095 16.739 7.898
H 10.172 18.240 7.715
H 9.693 19.229 9.749
C 13.130 6.395 17.684
N 12.574 7.735 17.450
C 11.360 8.203 18.076
C 13.082 8.442 16.518
O 14.073 8.204 15.809
H 13.904 6.277 16.915
H 12.261 5.686 17.624
H 13.473 6.372 18.740
H 11.337 8.032 19.168
H 10.454 7.758 17.658
H 11.219 9.309 18.016
H 12.558 9.371 16.347
Se 13.471 11.115 14.640
```

Calculated values
E_LUMO (alpha / beta): -5.18 / -7.65 eV
Net charge: +2
Maximum force: 3.96 eV Å⁻¹
Multiplicity: 2

***

Density functional theory data (ωB97M-V/def2-TZVPD) for a 3-piece molecular cluster, C2H12N2O2 overall in a non-equilibrium geometry.

The geometry in XYZ format:
```
18
Properties=species:S:1:pos:R:3
N 1.407 0.945 -0.582
C 0.365 1.338 0.324
C -0.975 1.862 -0.296
N -2.088 0.910 -0.222
H 1.365 0.005 -0.951
H 2.359 1.109 -0.296
H 0.743 2.122 0.968
H -0.053 0.607 1.052
H -1.167 2.702 0.408
H -0.950 2.248 -1.311
H -2.104 0.271 0.562
H -2.987 1.366 -0.231
O 2.366 -3.226 0.904
H 1.714 -2.883 0.284
H 1.936 -3.549 1.694
O -0.370 -2.086 -0.547
H -0.890 -2.575 -1.172
H -0.670 -1.167 -0.590
```

Calculated values
E_LUMO: 0.79 eV
Net charge: 0
Maximum force: 1.78 eV Å⁻¹
SMILES: NCCN.O.O
Energy above the lowest of the compared OMol25 structures with the same formula, charge and spin: 87.9 kJ/mol

***

Density functional theory data (ωB97M-V/def2-TZVPD) for one molecule with the formula C26H32N4O6.

The geometry in XYZ format:
```
68
Properties=species:S:1:pos:R:3
C 5.781 2.329 -3.260
O 4.486 2.566 -2.734
C 4.287 2.205 -1.463
O 5.169 1.816 -0.733
C 2.876 2.372 -1.046
C 1.928 2.953 -1.884
C 0.625 3.094 -1.459
C 0.238 2.647 -0.194
N -1.089 2.859 0.190
C -1.729 2.435 1.320
O -1.231 1.708 2.152
C -3.139 2.980 1.458
C -4.198 2.319 0.536
N -4.271 0.878 0.528
C -4.249 0.273 1.850
C -4.541 -1.219 1.740
N -3.558 -1.845 0.873
C -3.605 -3.300 0.923
C -2.721 -3.829 2.061
C -1.232 -3.759 1.739
O -0.482 -4.688 1.934
N -0.873 -2.557 1.207
C 0.348 -2.223 0.630
C 0.366 -1.239 -0.362
C 1.543 -0.898 -0.988
C 2.738 -1.512 -0.619
C 3.983 -1.109 -1.306
O 4.019 -0.420 -2.301
O 5.077 -1.595 -0.709
C 6.322 -1.184 -1.254
C 2.725 -2.481 0.383
C 1.544 -2.841 0.996
C -3.662 -1.258 -0.449
C -3.314 0.226 -0.341
C 1.180 2.046 0.638
C 2.487 1.920 0.212
H 5.898 1.262 -3.460
H 6.547 2.651 -2.552
H 5.848 2.897 -4.185
H 2.222 3.294 -2.864
H -0.106 3.558 -2.107
H -1.630 3.416 -0.458
H -3.137 4.052 1.248
H -3.433 2.834 2.497
H -4.045 2.644 -0.497
H -5.176 2.694 0.860
H -5.020 0.751 2.459
H -3.273 0.399 2.340
H -4.485 -1.668 2.733
H -5.561 -1.367 1.345
H -3.238 -3.700 -0.026
H -4.635 -3.662 1.059
H -2.961 -4.872 2.268
H -2.902 -3.251 2.969
H -1.650 -1.911 1.058
H -0.556 -0.756 -0.649
H 1.559 -0.156 -1.772
H 7.087 -1.732 -0.710
H 6.366 -1.417 -2.320
H 6.445 -0.108 -1.111
H 3.650 -2.955 0.672
H 1.532 -3.608 1.753
H -2.959 -1.753 -1.124
H -4.679 -1.359 -0.864
H -3.366 0.684 -1.332
H -2.284 0.320 0.041
H 0.887 1.688 1.610
H 3.228 1.466 0.852
```

Calculated values
E_LUMO: 0.41 eV
Net charge: 0
Maximum force: 0.51 eV Å⁻¹
SMILES: COC(=O)c1ccc(NC(=O)CCN2CCN(CCC(=O)Nc3ccc(C(=O)OC)cc3)CC2)cc1
Energy above the lowest of the compared OMol25 structures with the same formula, charge and spin: 0.0 kJ/mol

***

Density functional theory data (ωB97M-V/def2-TZVPD) for one molecule with the formula C4H4O2S2 in a non-equilibrium geometry.

The geometry in XYZ format:
```
12
Properties=species:S:1:pos:R:3
S 2.864 -1.966 0.115
C 1.770 -0.758 0.310
O 1.301 0.070 -0.741
C 0.622 1.096 -0.339
C -0.634 1.182 0.227
O -1.478 0.104 0.725
C -1.776 -0.786 -0.262
S -2.299 -2.319 -0.131
H 1.283 -0.473 1.238
H 1.102 2.003 -0.678
H -1.033 2.036 0.782
H -1.723 -0.189 -1.245
```

Calculated values
E_LUMO: -0.50 eV
Net charge: 0
Maximum force: 5.11 eV Å⁻¹
SMILES: S=CO/C=C\OC=S
Energy above the lowest of the compared OMol25 structures with the same formula, charge and spin: 289.8 kJ/mol

***

Density functional theory data (ωB97M-V/def2-TZVPD) for CH2ClIO as an isolated structure in a non-equilibrium geometry.

The geometry in XYZ format:
```
6
Properties=species:S:1:pos:R:3
C 0.236 0.237 -0.297
O -0.538 -1.353 -0.160
Cl 1.747 0.025 0.644
I -0.957 1.759 0.520
H 0.530 0.401 -1.369
H -1.017 -1.067 0.662
```

Calculated values
E_LUMO: -0.24 eV
Net charge: 0
Maximum force: 5.25 eV Å⁻¹
Energy above the lowest of the compared OMol25 structures with the same formula, charge and spin: 139.0 kJ/mol

***

Density functional theory data (ωB97M-V/def2-TZVPD) for C2NO3S as an isolated structure in a non-equilibrium geometry.

The geometry in XYZ format:
```
7
Properties=species:S:1:pos:R:3
C -0.520 1.968 -0.330
C 0.941 -1.493 0.373
N -0.980 2.934 0.098
O -0.607 -0.602 0.036
O 0.722 -2.495 0.937
O 1.713 -0.747 -0.081
S -0.273 0.502 -1.071
```

Calculated values
E_LUMO: 3.67 eV
Net charge: -1
Maximum force: 3.22 eV Å⁻¹
Energy above the lowest of the compared OMol25 structures with the same formula, charge and spin: 42.9 kJ/mol

***

Density functional theory data (ωB97M-V/def2-TZVPD) for one molecule with the formula C4H7NOS in a non-equilibrium geometry.

The geometry in XYZ format:
```
14
Properties=species:S:1:pos:R:3
O 0.437 1.810 -0.521
C 0.238 0.862 0.243
C -1.051 0.398 0.880
S -2.162 -0.450 -0.370
N 1.287 -0.038 0.549
C 1.439 -1.384 -0.040
C 2.397 -0.264 -0.307
H -1.657 1.241 1.281
H -0.751 -0.237 1.703
H -1.775 -1.648 0.083
H 1.610 -2.307 0.586
H 0.706 -1.547 -0.847
H 2.386 0.083 -1.362
H 3.425 -0.278 0.148
```

Calculated values
E_LUMO: 0.58 eV
Net charge: 0
Maximum force: 2.52 eV Å⁻¹
SMILES: O=C(CS)N1CC1
Energy above the lowest of the compared OMol25 structures with the same formula, charge and spin: 172.2 kJ/mol

***

Density functional theory data (ωB97M-V/def2-TZVPD) for a 2-piece molecular cluster, C4H8O2S overall in a non-equilibrium geometry.

The geometry in XYZ format:
```
15
Properties=species:S:1:pos:R:3
C -1.029 -0.820 -0.284
C -1.670 0.118 -1.181
C 0.794 1.160 1.229
C 0.884 -0.091 0.334
O -1.404 -1.781 0.279
O 1.374 -1.314 0.878
S 1.780 0.254 -1.215
H -2.628 -0.324 -1.592
H -1.754 1.108 -0.813
H -1.052 0.194 -2.040
H 1.613 1.055 1.902
H 0.948 1.961 0.587
H -0.234 1.215 1.756
H 0.673 -1.723 1.451
H 1.705 -1.010 -1.289
```

Calculated values
E_LUMO: 0.68 eV
Net charge: 0
Maximum force: 4.66 eV Å⁻¹
Energy above the lowest of the compared OMol25 structures with the same formula, charge and spin: 291.0 kJ/mol